Record 1
Entry from the Open Molecules 2025 dataset: a cluster of 6 separate species, C31H49ClN3O17P in total at a distorted geometry (ωB97M-V/def2-TZVPD).

Last column: Löwdin charge in e.
Atoms and positions in Å:
C 5.231 2.160 2.092  0.089
C 4.097 2.532 2.259  -0.134
C 2.700 3.127 2.134  -0.136
C 1.993 2.661 0.831  -0.133
C 2.679 1.921 -0.131  -0.024
C 1.938 1.475 -1.328  -0.338
P 2.925 0.449 -2.554  0.909
O 1.843 -0.769 -2.977  -0.348
O 4.039 -0.326 -1.518  -0.340
C 0.594 1.829 -1.488  -0.505
Cl -0.303 1.349 -2.952  0.762
C -0.139 2.612 -0.489  -0.227
N -1.458 2.894 -0.747  0.119
C -1.984 3.583 0.251  -0.050
C -1.301 3.992 1.473  -0.300
N -2.002 4.729 2.452  0.128
N 0.012 3.733 1.701  0.176
C 0.582 3.017 0.679  -0.163
H 6.126 1.579 1.884  0.042
H 2.797 4.226 2.197  0.124
H 2.120 2.722 2.988  0.110
H 3.739 1.650 -0.049  0.089
H 1.237 -0.839 -2.218  0.042
H 3.472 -0.744 -0.839  0.064
H -3.063 3.881 0.147  0.114
H -3.007 4.631 2.339  0.087
H -1.688 4.494 3.390  0.093
C 2.784 -8.011 -2.573  -0.062
C 1.771 -7.039 -2.003  -0.216
O 2.405 -5.843 -1.530  0.029
C 2.756 -4.966 -2.478  -0.605
O 2.577 -5.091 -3.661  0.127
O 3.358 -3.933 -1.882  0.006
C 3.868 -2.946 -2.789  -0.051
H 3.576 -8.209 -1.848  0.077
H 2.304 -8.954 -2.840  0.081
H 3.262 -7.606 -3.465  0.075
H 1.281 -7.487 -1.139  0.120
H 0.992 -6.798 -2.729  0.123
H 3.097 -2.608 -3.474  0.076
H 4.718 -3.351 -3.341  0.106
H 4.201 -2.090 -2.206  0.046
C -7.833 8.596 1.283  -0.066
C -6.352 8.503 0.976  -0.210
O -5.879 7.153 1.096  0.033
C -6.170 6.351 0.070  -0.605
O -6.770 6.657 -0.925  0.132
O -5.692 5.131 0.352  -0.017
C -6.009 4.142 -0.629  -0.045
H -8.051 8.154 2.257  0.082
H -8.160 9.637 1.283  0.081
H -8.423 8.052 0.545  0.075
H -5.791 9.089 1.704  0.122
H -6.119 8.904 -0.011  0.125
H -5.709 4.461 -1.626  0.098
H -7.077 3.925 -0.602  0.101
H -5.464 3.234 -0.379  0.086
C -5.292 2.467 -8.629  -0.068
C -3.866 2.978 -8.661  -0.215
O -3.515 3.618 -7.428  0.035
C -3.227 2.795 -6.416  -0.604
O -3.228 1.591 -6.457  0.124
O -2.955 3.539 -5.341  0.008
C -2.711 2.780 -4.154  -0.092
H -5.980 3.269 -8.356  0.081
H -5.580 2.069 -9.603  0.079
H -5.411 1.676 -7.887  0.074
H -3.767 3.735 -9.438  0.121
H -3.158 2.181 -8.894  0.124
H -1.938 2.026 -4.312  -0.010
H -3.637 2.311 -3.815  0.102
H -2.368 3.469 -3.386  0.074
C 0.897 3.023 8.824  -0.066
C -0.542 3.319 8.455  -0.211
O -0.732 3.286 7.033  0.033
C -0.816 2.067 6.494  -0.605
O -0.757 1.022 7.086  0.130
O -0.956 2.210 5.170  -0.012
C -0.964 0.980 4.451  -0.043
H 1.575 3.690 8.288  0.082
H 1.052 3.146 9.896  0.081
H 1.172 2.003 8.553  0.075
H -0.800 4.329 8.774  0.122
H -1.233 2.637 8.950  0.124
H -1.698 0.278 4.845  0.097
H 0.032 0.537 4.468  0.101
H -1.224 1.212 3.419  0.084
C 4.468 -8.427 2.255  -0.065
C 5.951 -8.537 1.965  -0.211
O 6.419 -9.882 2.139  0.036
C 6.132 -10.720 1.140  -0.607
O 5.538 -10.444 0.130  0.118
O 6.601 -11.929 1.466  0.005
C 6.284 -12.949 0.518  -0.043
H 4.241 -8.831 3.243  0.081
H 4.145 -7.386 2.214  0.080
H 3.882 -8.996 1.533  0.071
H 6.508 -7.926 2.675  0.122
H 6.194 -8.173 0.965  0.123
H 6.594 -12.665 -0.487  0.096
H 5.215 -13.162 0.542  0.099
H 6.827 -13.845 0.811  0.093

Calculated values
SMILES   C#CCc1cc(P(O)O)c(Cl)c2ncc(N)nc12.CCOC(=O)OC.CCOC(=O)OC.CCOC(=O)OC.CCOC(=O)OC.CCOC(=O)OC
Frontier orbital gap   7.92 eV
E_LUMO   -0.880 eV
Net charge   0

=====

Record 2
Entry from the Open Molecules 2025 dataset: a cluster of 2 separate species, C31H49F2N4O9 in total at a distorted geometry (ωB97M-V/def2-TZVPD).

Last column: Löwdin charge in e.
Atoms and positions in Å:
C -3.716 -1.010 3.851  -0.062
C -4.408 -0.121 2.846  -0.261
O -3.749 1.115 2.666  -0.113
C -3.138 1.321 1.415  -0.178
C -1.673 1.699 1.653  -0.103
O -0.843 1.272 0.565  -0.086
C 0.192 0.374 0.914  -0.355
C 1.066 0.971 2.013  -0.027
C 0.884 0.328 3.403  -0.366
O 1.728 -0.790 3.587  -0.023
C 1.139 1.362 4.512  -0.209
N 0.135 1.274 5.576  0.021
C -0.469 -0.958 1.291  0.023
N -0.478 -1.790 0.009  0.155
C -0.009 -0.950 -1.141  -0.210
C 0.540 -1.800 -2.323  -0.062
C 0.451 -3.328 -2.153  -0.143
C 1.607 -3.917 -1.324  -0.163
C 2.009 -5.311 -1.803  -0.169
O 3.347 -5.609 -1.420  -0.026
C 3.482 -5.920 -0.105  -0.318
O 2.878 -6.803 0.451  0.101
C -1.223 -0.264 -1.764  -0.300
O -1.109 0.593 -2.625  0.180
N -2.539 -0.768 -1.348  0.176
C -3.165 -1.411 -2.422  -0.498
O -2.593 -2.006 -3.308  0.166
F -4.485 -1.366 -2.314  0.166
C 0.944 0.008 -0.415  -0.237
C 2.379 -0.535 -0.256  -0.077
C 2.708 -1.555 0.820  -0.225
N 3.823 -1.572 1.414  0.140
C 1.150 1.379 -1.116  -0.063
C 2.036 1.379 -2.369  -0.122
O 3.305 1.976 -2.067  -0.001
C 4.381 1.195 -2.332  -0.480
O 4.456 0.486 -3.318  0.114
C 5.493 1.247 -1.313  -0.137
C 5.443 2.469 -0.398  -0.079
H -2.675 -1.212 3.613  0.052
H -4.218 -1.969 3.896  0.081
H -3.758 -0.603 4.851  0.081
H -4.561 -0.668 1.918  0.115
H -5.398 0.095 3.232  0.123
H -3.135 0.433 0.795  0.086
H -3.665 2.103 0.885  0.113
H -1.605 2.777 1.672  0.140
H -1.417 1.278 2.615  0.122
H 0.867 2.025 2.112  0.127
H 2.116 0.905 1.762  0.125
H -0.115 -0.060 3.565  0.118
H 2.636 -0.496 3.628  0.087
H 2.136 1.205 4.914  0.119
H 1.122 2.377 4.123  0.108
H 0.564 1.416 6.475  0.071
H -0.330 0.381 5.563  0.060
H -1.498 -0.950 1.631  0.126
H 0.052 -1.539 2.040  0.128
H -1.361 -2.273 -0.144  0.171
H 0.155 -2.562 0.219  0.133
H 1.563 -1.557 -2.567  0.112
H -0.036 -1.576 -3.205  0.118
H 0.499 -3.766 -3.139  0.125
H -0.494 -3.605 -1.703  0.112
H 2.457 -3.248 -1.362  0.112
H 1.336 -4.042 -0.277  0.100
H 1.883 -5.413 -2.869  0.130
H 1.360 -6.023 -1.306  0.127
H 4.183 -5.285 0.443  0.147
H -3.093 0.065 -1.136  0.106
H 2.995 0.319 -0.019  0.106
H 2.754 -0.927 -1.193  0.115
H 2.032 -2.353 1.109  0.094
H 4.429 -0.820 1.083  0.054
H 0.220 1.834 -1.408  0.105
H 1.616 2.059 -0.417  0.137
H 2.154 0.412 -2.833  0.105
H 1.562 2.009 -3.107  0.138
H 6.409 1.292 -1.883  0.124
H 5.514 0.316 -0.759  0.106
H 6.214 2.380 0.359  0.077
H 4.495 2.527 0.121  0.060
H 5.652 3.371 -0.951  0.084
F -4.407 1.482 -1.421  0.015
C -4.436 2.704 -2.038  -0.261
C -5.388 2.929 -3.006  -0.008
C -5.419 4.168 -3.628  -0.064
C -4.500 5.148 -3.278  -0.078
C -3.548 4.893 -2.302  -0.069
C -3.513 3.659 -1.669  -0.020
H -6.090 2.149 -3.267  0.123
H -6.163 4.368 -4.386  0.112
H -4.527 6.112 -3.768  0.109
H -2.829 5.654 -2.032  0.110
H -2.781 3.441 -0.903  0.105

Calculated values
Frontier orbital gap   8.84 eV
E_LUMO   -2.894 eV
Net charge   +1

=====

Record 3
Entry from the Open Molecules 2025 dataset: a structure of composition C31H50BiN2O2Se (ωB97M-V/def2-TZVPD).

Last column: Löwdin charge in e.
Atoms and positions in Å:
Bi 1.493 1.678 -2.101  1.760
C -1.736 -5.064 0.415  -0.037
C -1.745 -4.610 -1.054  -0.555
C -1.282 -5.768 -1.951  -0.038
C -3.180 -4.243 -1.436  -0.061
C -0.789 -3.431 -1.218  -0.156
C -1.196 -2.188 -1.658  -0.059
C -0.266 -1.158 -1.758  -0.392
Se -0.973 0.578 -2.224  1.106
C -1.382 1.171 -0.429  -0.389
C -2.617 0.773 0.063  -0.058
C -2.941 1.052 1.378  -0.156
C -1.983 1.732 2.125  0.025
C -0.741 2.154 1.661  -0.066
C -0.426 1.870 0.314  -0.330
O 0.743 2.275 -0.231  -0.395
C 0.164 2.877 2.687  -0.525
C -0.562 4.142 3.175  -0.039
C 0.402 1.931 3.876  -0.039
C 1.546 3.314 2.183  -0.068
C -4.263 0.637 2.016  -0.555
C -5.165 -0.108 1.030  -0.060
C -5.005 1.889 2.507  -0.038
C -3.979 -0.289 3.210  -0.037
C 1.085 -1.307 -1.455  -0.339
O 1.975 -0.290 -1.578  -0.396
C 1.519 -2.578 -1.003  -0.071
C 0.566 -3.580 -0.903  0.040
C 2.983 -2.844 -0.613  -0.530
C 3.177 -4.288 -0.139  -0.068
C 3.394 -1.925 0.552  -0.036
C 3.911 -2.637 -1.824  -0.037
H -2.433 -5.895 0.552  0.090
H -2.040 -4.246 1.073  0.089
H -0.746 -5.402 0.728  0.080
H -1.967 -6.614 -1.851  0.090
H -0.282 -6.114 -1.681  0.080
H -1.266 -5.462 -3.000  0.093
H -3.822 -5.114 -1.301  0.091
H -3.252 -3.935 -2.484  0.090
H -3.571 -3.440 -0.804  0.080
H -2.228 -1.988 -1.915  0.096
H -3.295 0.239 -0.590  0.097
H -2.223 1.951 3.160  0.105
H -1.516 3.911 3.651  0.079
H -0.755 4.823 2.342  0.094
H 0.059 4.665 3.907  0.090
H -0.528 1.647 4.371  0.078
H 1.036 2.424 4.617  0.091
H 0.904 1.017 3.548  0.093
H 1.470 4.035 1.369  0.074
H 2.139 2.463 1.845  0.078
H 2.075 3.791 3.012  0.089
H -5.425 0.515 0.170  0.091
H -6.094 -0.385 1.532  0.091
H -4.695 -1.030 0.672  0.080
H -5.204 2.574 1.679  0.093
H -4.431 2.427 3.265  0.080
H -5.961 1.603 2.953  0.090
H -3.427 -1.177 2.889  0.090
H -4.920 -0.613 3.661  0.090
H -3.393 0.215 3.982  0.080
H 0.894 -4.550 -0.555  0.097
H 2.576 -4.510 0.746  0.091
H 4.226 -4.431 0.128  0.091
H 2.934 -5.009 -0.925  0.092
H 2.750 -2.098 1.417  0.093
H 3.328 -0.873 0.279  0.064
H 4.425 -2.141 0.845  0.089
H 3.623 -3.302 -2.641  0.094
H 4.941 -2.872 -1.540  0.089
H 3.882 -1.612 -2.185  0.066
N 3.953 2.749 -1.459  -0.075
C 3.781 4.223 -1.522  -0.264
C 3.767 4.808 -2.941  -0.188
C 2.439 4.894 -3.699  -0.285
N 2.162 3.687 -4.503  -0.064
H 4.129 2.474 -0.496  0.085
H 4.767 2.466 -1.995  0.089
H 4.593 4.712 -0.983  0.114
H 2.857 4.475 -0.992  0.102
H 4.495 4.268 -3.558  0.114
H 4.147 5.824 -2.852  0.114
H 2.460 5.788 -4.325  0.110
H 1.617 5.032 -2.989  0.106
H 2.947 3.492 -5.114  0.073
H 1.367 3.852 -5.109  0.073

Calculated values
Frontier orbital gap   7.82 eV
E_LUMO   -2.960 eV
Net charge   +1

=====

no.,HOMO energy (eV)
1,-8.80
2,-11.74
3,-10.78